# 1
35
Properties=species:S:1:pos:R:3:forces:R:3 method="wB97M-V/def2-TZVPD" multiplicity=2 lumo_ev="0.414 / 0.580" relative_energy_kcal_mol=70.6 e_homo_ev="-2.459 / -9.591" s2=0.75 gap_ev="2.873 / 10.172"
C -0.5717 2.9435 -0.5295 -1.299 -0.069 2.609
N 0.4867 2.0771 -0.7953 -1.321 -2.655 -1.202
C 0.1174 0.9227 -1.7156 -2.329 -0.239 2.884
C 1.2393 0.5109 -2.5369 2.570 -1.128 -0.798
C 1.1894 -1.0448 -2.7106 0.053 1.395 -0.533
C 1.2200 -1.9696 -1.7450 0.685 0.850 -0.203
C -1.1757 2.4197 0.8986 -2.510 -0.169 -2.862
N -0.1580 2.3244 1.9581 2.261 -1.269 -3.419
H -0.2216 3.9644 -0.4743 0.033 0.406 0.304
H -1.3644 2.9119 -1.2856 -0.172 -0.043 0.291
H 1.2448 2.5556 -1.1271 2.319 1.209 -1.297
H -0.1800 0.0504 -1.0261 0.363 1.532 -1.077
H -0.8370 1.0704 -2.3674 1.479 0.363 1.126
H 1.2649 1.0883 -3.5053 -0.087 -1.002 0.640
H 2.2416 0.7292 -2.0925 -0.788 0.046 0.163
H 1.1078 -1.1213 -3.7771 -0.243 -1.638 -0.381
H 1.1761 -3.0532 -1.8756 0.018 0.405 -0.406
H 1.4682 -1.6423 -0.7263 -0.459 -0.117 -0.233
H -1.5948 1.3541 0.5779 0.889 2.141 1.386
H -2.0017 3.1272 1.1385 0.520 -0.875 0.394
H -0.0720 1.4357 2.4292 -0.377 -1.707 0.422
H -0.0527 2.9618 2.6880 -0.388 2.220 1.376
H 0.7639 2.3273 1.3917 -0.914 -0.076 0.832
H -0.2347 -3.1877 2.8120 2.677 1.150 -1.708
H 1.2622 -2.5880 2.7688 0.492 -0.295 0.562
O 0.5632 -2.8638 2.1688 -2.702 -1.195 1.489
H 0.6824 -0.4202 3.9012 2.305 -1.046 4.674
H 0.2882 -1.1399 2.5501 0.122 -0.165 0.393
O 0.3142 -0.3399 3.0999 -2.737 2.119 -5.181
H -2.6134 -1.2840 -0.6581 -1.818 -0.712 -1.109
H -1.4003 -1.7989 -0.0092 1.986 -3.814 1.050
O -1.8627 -1.0471 -0.1781 -0.526 4.772 0.303
H -0.4074 -3.6188 -0.4471 1.681 -0.456 -0.948
H -0.8200 -4.0726 0.9911 0.624 -0.121 -0.108
O -1.0623 -3.5825 0.2086 -2.408 0.181 0.567

---

# 2
13
Properties=species:S:1:pos:R:3:forces:R:3 method="wB97M-V/def2-TZVPD" multiplicity=3 lumo_ev="0.314 / -3.129" relative_energy_kcal_mol=62.2 e_homo_ev="-6.850 / -9.654" s2=2.01 gap_ev="7.164 / 6.524"
C -1.0870 -1.0341 -0.1661 9.207 -0.343 -0.760
C -2.3559 -0.5470 -0.0611 -4.819 1.349 0.405
C -0.1860 1.0891 -0.5304 -0.957 5.114 -0.927
N 0.0291 -0.1470 -0.4195 -3.445 -5.605 0.925
N 3.1050 0.7863 0.3218 -1.248 -1.332 -3.433
O 2.0693 -1.2761 0.9963 -0.765 -1.718 -0.537
S 2.3629 -0.5163 -0.2114 2.678 3.056 3.778
H -0.6652 -2.0505 0.0514 -1.090 1.002 -0.204
H -2.4862 0.5116 -0.1945 -0.420 -0.053 0.088
H -3.2413 -1.1499 0.1593 0.546 0.186 -0.103
H 0.6181 1.7866 -0.8339 -0.213 -0.689 0.302
H -1.1647 1.6051 -0.4272 0.679 -0.481 0.067
H 3.0019 0.9422 1.3152 -0.152 -0.486 0.400

---

# 3
27
Properties=species:S:1:pos:R:3:forces:R:3 method="wB97M-V/def2-TZVPD" smiles=O.O.O.O.O.O.O.O.O lumo_ev=-0.071 relative_energy_kcal_mol=47.8 e_homo_ev=-10.985 gap_ev=10.915
O -2.3215 -1.1032 -2.6077 -0.026 -0.494 -0.357
H -2.5094 -0.5446 -1.8535 0.042 0.784 0.515
H -3.0859 -1.0050 -3.1754 -0.040 -0.115 -0.258
O -0.5164 -4.3049 -0.8063 -0.225 -0.381 0.448
H -0.2629 -3.3841 -0.8699 0.220 0.223 -0.263
H -0.3393 -4.6632 -1.6760 0.041 0.011 -0.184
O -0.0013 -0.1017 0.7772 -0.864 0.052 0.046
H -0.3467 -0.7787 0.1953 -0.066 -0.346 -0.197
H 0.9401 -0.2719 0.8112 0.666 -0.110 -0.139
O -1.5044 2.0714 1.8466 -0.270 0.384 -0.218
H -1.4247 2.3472 2.7597 -0.059 0.074 0.267
H -1.6916 1.1339 1.8945 0.231 -0.309 0.166
O -2.3619 0.9921 -0.7573 -0.403 -0.432 -0.453
H -2.8482 0.7256 0.0229 -0.208 0.200 0.266
H -1.4749 1.1628 -0.4405 0.484 0.217 0.250
O 2.8520 2.8835 1.2627 0.089 0.573 0.246
H 2.3719 2.0592 1.1838 -0.047 -0.318 0.027
H 3.3909 2.9240 0.4726 0.062 0.058 -0.149
O 1.0454 1.2035 3.1150 0.334 -0.126 0.422
H 0.6294 0.7886 2.3593 -0.418 -0.039 -0.107
H 0.8588 2.1364 3.0095 0.096 0.256 -0.090
O 2.5204 0.3084 0.1803 0.186 -0.132 -0.073
H 3.4384 0.0382 0.2010 0.332 -0.123 0.233
H 2.2693 0.2352 -0.7405 -0.224 0.014 -0.358
O 0.2328 -1.8157 -2.0696 0.812 -0.034 0.513
H -0.6546 -1.5738 -2.3348 -0.916 0.131 -0.423
H 0.7942 -1.4630 -2.7600 0.171 -0.016 -0.127

---

# 4
54
Properties=species:S:1:pos:R:3:forces:R:3 method="wB97M-V/def2-TZVPD" charge=-1 lumo_ev=2.183 relative_energy_kcal_mol=4.8 e_homo_ev=-2.443 gap_ev=4.626
Cd 1.5209 -1.8732 0.3642 0.003 0.031 0.085
N 4.0257 -5.5307 1.4376 -0.040 0.018 0.043
C 3.0426 -4.6749 1.0401 0.090 -0.020 -0.073
S 3.5725 -3.3230 0.0821 -0.065 -0.067 -0.005
N 1.8323 -5.0040 1.4173 -0.010 0.017 0.008
N 0.8883 -4.0992 1.0467 -0.014 0.036 -0.002
C -0.3288 -4.4689 1.0603 0.013 0.046 -0.011
C -1.3672 -3.5301 0.6013 0.067 -0.066 0.017
C -2.7126 -3.7577 0.8497 0.005 0.062 -0.037
C -3.6324 -2.8079 0.4219 0.016 -0.025 0.014
C -3.1805 -1.6793 -0.2354 0.004 0.032 -0.010
C -1.8140 -1.5414 -0.4540 -0.004 0.005 0.009
N -0.9328 -2.4504 -0.0570 -0.069 0.012 0.008
H 4.9269 -5.4519 1.0057 0.004 0.007 -0.008
H 3.7372 -6.4147 1.8208 -0.001 0.000 -0.007
H -0.6038 -5.4697 1.3885 0.000 -0.004 0.000
H -3.0220 -4.6452 1.3865 -0.004 -0.002 0.006
H -4.6879 -2.9396 0.6238 -0.003 0.005 -0.004
H -3.8507 -0.8874 -0.5417 -0.009 0.003 0.001
H -1.4097 -0.6557 -0.9311 0.006 -0.012 -0.003
C 5.0333 2.0256 1.5145 -0.030 0.018 -0.001
Te 5.2899 -0.0522 1.1140 -0.010 0.001 0.031
C 4.3115 0.0889 -0.7710 0.118 0.046 -0.023
H 3.9697 2.2522 1.5069 -0.013 -0.015 -0.007
H 5.5538 2.6181 0.7661 -0.001 0.006 0.004
H 5.4450 2.2392 2.4988 0.005 -0.002 0.004
H 4.8146 0.8466 -1.3679 -0.014 0.001 -0.011
H 3.2676 0.3496 -0.6092 -0.001 0.005 -0.006
H 4.4039 -0.8745 -1.2678 -0.045 -0.016 -0.013
C 1.0510 0.1360 0.5895 -0.039 -0.153 0.043
C 0.2010 0.9425 0.2008 0.099 0.044 -0.086
C -0.7668 1.8579 -0.2425 -0.069 0.024 0.002
C -2.0957 1.7245 0.3164 -0.021 -0.008 0.013
C -3.2800 2.1163 -0.3540 0.058 -0.009 -0.006
C -4.5360 1.8891 0.1825 -0.033 -0.020 0.030
C -4.6947 1.2611 1.4143 -0.006 0.010 -0.013
C -3.5454 0.8608 2.0919 -0.023 -0.006 0.021
C -2.2885 1.0806 1.5635 0.016 0.013 -0.008
C -0.3911 2.8060 -1.2751 0.017 -0.019 0.016
C -1.0944 4.0023 -1.5334 -0.017 -0.016 0.011
C -0.6867 4.8952 -2.5097 0.013 0.005 -0.014
C 0.4476 4.6558 -3.2765 -0.001 0.010 -0.001
C 1.1751 3.4975 -3.0216 -0.001 0.002 -0.007
C 0.7716 2.5999 -2.0508 0.006 -0.009 0.008
H -3.2065 2.5683 -1.3337 -0.008 0.008 -0.008
H -5.4115 2.1994 -0.3791 0.006 0.004 -0.007
H -5.6790 1.0939 1.8340 0.000 -0.001 -0.003
H -3.6345 0.3664 3.0540 0.014 0.001 -0.002
H -1.4099 0.7488 2.1036 -0.008 -0.002 0.006
H -1.9548 4.2516 -0.9274 -0.009 0.002 0.002
H -1.2590 5.8043 -2.6626 0.001 0.000 0.000
H 0.7633 5.3568 -4.0393 -0.001 -0.001 0.000
H 2.0733 3.2878 -3.5930 0.001 -0.001 0.002
H 1.3580 1.7086 -1.8634 0.005 0.001 -0.011

---

# 5
13
Properties=species:S:1:pos:R:3:forces:R:3 method="wB97M-V/def2-TZVPD" lumo_ev=0.675 relative_energy_kcal_mol=37.3 e_homo_ev=-8.749 gap_ev=9.423
H -0.5619 1.6097 -0.3107 -1.745 2.481 0.605
O -0.9584 2.8244 0.0804 -0.595 -3.554 -2.468
N -0.5142 0.3220 -0.6732 -3.086 0.521 0.568
H -0.2667 3.0056 0.6559 1.913 0.979 1.813
H -1.4083 0.0349 -1.0808 -0.385 0.245 1.005
C -0.0847 -0.4631 0.4740 1.550 0.649 0.194
H -0.8864 -0.9011 1.0471 -0.655 0.154 -0.269
H 0.3540 0.2999 1.1495 0.087 -0.635 -0.211
H -0.0390 0.2955 -1.5133 2.648 -0.342 -1.526
C 0.8921 -1.5623 0.0662 1.157 0.687 1.027
H 1.7105 -1.6331 0.8087 -0.200 0.240 -0.377
H 0.3926 -2.4999 0.2099 -0.136 -0.739 -0.977
H 1.3704 -1.3325 -0.9138 -0.553 -0.685 0.616

---

# 6
20
Properties=species:S:1:pos:R:3:forces:R:3 method="wB97M-V/def2-TZVPD" smiles="C=CCCCCN" lumo_ev=1.104 relative_energy_kcal_mol=24.8 e_homo_ev=-9.027 gap_ev=10.131
C 0.6608 -1.7004 1.6071 -0.256 1.009 0.661
C 0.4511 -0.4334 1.9944 0.157 -2.190 0.004
C -0.5081 0.4896 1.3569 0.192 1.255 -0.412
C 0.1187 1.3301 0.1951 -0.667 0.430 0.803
C 0.8096 0.6069 -0.9329 1.221 -0.415 -0.031
C 0.0009 -0.3886 -1.7398 -2.174 0.519 0.826
N -1.3126 0.1986 -2.1262 0.049 0.332 0.107
H 0.0514 -2.1608 0.8410 0.342 -0.194 -0.167
H 1.3874 -2.2491 2.1900 -0.107 -0.500 -0.289
H 0.9661 -0.2201 2.9266 0.102 0.885 -0.254
H -0.7417 1.2463 2.1132 -0.581 -0.157 -0.152
H -1.4212 0.0024 1.0083 0.042 -0.187 0.220
H -0.6449 2.0071 -0.1993 -0.138 -0.194 -0.007
H 0.7991 2.0009 0.7304 0.407 -0.079 -0.463
H 1.5977 -0.0031 -0.4685 0.210 0.249 -0.212
H 1.2902 1.3395 -1.5795 0.018 0.094 -0.073
H -0.2147 -1.1774 -1.0083 0.353 -0.580 -0.653
H 0.4601 -0.7389 -2.6560 0.471 -0.169 0.209
H -1.9675 0.1085 -1.3618 0.027 0.187 0.199
H -1.7825 -0.2581 -2.8907 0.331 -0.295 -0.316